Entry 1:
# C11H24CeClINOP2S

A structure of composition C11H24CeClINOP2S in a non-equilibrium geometry (ωB97M-V with the def2-TZVPD basis set, the OMol25 dataset).

The geometry in XYZ format:
```
43
Properties=species:S:1:pos:R:3:forces:R:3
C -0.0098 0.9746 -6.2507 -0.05 -0.15 0.05
C -0.0205 1.9117 -5.1436 0.10 3.87 3.80
H -0.0014 1.5222 -7.2396 -0.01 -0.42 1.04
H -0.8898 0.3028 -6.1332 0.19 0.51 -0.11
H 0.8687 0.3058 -6.1146 -0.17 0.49 -0.11
O -0.0152 2.6962 -4.2759 -0.06 -4.47 -4.80
I 0.1147 -2.1625 -2.7636 0.08 0.45 -0.70
Ce 0.0314 -0.3423 -0.4625 -0.36 -1.53 1.29
P 2.9133 -0.0864 -0.5498 1.02 -0.32 0.21
C 3.8191 1.0574 0.5416 0.03 0.24 0.06
C 3.4640 -1.7469 0.0317 -0.20 0.09 -0.05
H 4.5126 -1.8904 -0.2678 -0.30 -0.03 0.17
H 4.8098 -0.2845 -2.0255 -0.25 0.19 -0.22
H 2.8327 -2.5256 -0.4163 0.24 0.11 0.09
H 3.2485 -0.5236 -2.9031 0.23 0.01 0.17
H 3.4548 0.9720 1.5754 0.17 0.03 -0.38
H 3.3675 -1.8165 1.1237 0.03 0.00 -0.31
C 3.7761 0.0682 -2.1453 -0.06 0.12 -0.08
H 4.9016 0.8565 0.5105 -0.36 0.10 0.03
H 3.7598 1.1217 -2.4516 0.16 -0.21 0.01
H 3.6196 2.0843 0.2062 0.20 -0.20 0.13
P -2.9821 -0.0493 -0.5427 -1.66 -0.39 0.19
C -3.9784 1.0899 0.4902 0.16 0.39 0.21
C -3.8401 0.0979 -2.1468 0.12 0.17 -0.42
H -3.2147 -2.4721 -0.5735 -0.13 0.11 0.21
H -4.7529 -1.6868 -0.0678 0.38 0.12 0.02
H -3.3722 -1.8371 1.0788 -0.10 -0.05 -0.30
C -3.6562 -1.6691 0.0306 0.39 -0.09 0.01
H -3.3055 -0.4930 -2.9025 -0.23 0.06 0.15
H -4.8821 -0.2554 -2.0685 0.44 0.16 -0.01
H -5.0423 0.8003 0.5346 0.48 0.01 -0.11
H -3.9047 2.1071 0.0783 -0.05 -0.23 0.20
H -3.8378 1.1509 -2.4618 -0.07 -0.25 0.02
H -3.5745 1.1073 1.5149 -0.23 0.05 -0.28
Cl -0.3162 -2.6476 0.7834 0.03 0.35 -0.60
S -0.8468 -0.7965 4.0857 0.35 0.46 -1.02
C 0.8629 -0.7974 4.2983 0.30 0.46 -1.36
C 1.4712 -0.3964 3.1258 -0.62 -0.09 -0.09
N 0.6122 -0.0957 2.0613 -1.01 0.11 1.40
C -0.6570 -0.2455 2.4490 1.26 -0.09 0.86
H 1.3553 -1.0654 5.2323 -0.32 0.07 -0.32
H 2.5403 -0.2949 2.9476 -0.36 -0.14 0.29
H -1.4997 -0.1090 1.7549 0.19 -0.05 0.64
```
Forces are in eV/Å.

## Properties
- Relative energy (zero: lowest compared OMol25 entry of this formula, charge and spin): 0.0 kJ/mol
- Energy: -2876.9498 Eh
- Net charge: +2
- HOMO level (alpha / beta): -14.08 / -14.09 eV
- Orbital gap (alpha / beta): 0.21714 / 0.21751 hartree
- Multiplicity: 2

Mulliken atomic charge list, values in e, 2 entries: number 1, C, carries -0.613; number 2, C, carries 0.707



Entry 2:
# C11H28BrGaINO4PSi

A structure of composition C11H28BrGaINO4PSi in a non-equilibrium geometry (ωB97M-V with the def2-TZVPD basis set, the OMol25 dataset).

The geometry in XYZ format:
```
49
Properties=species:S:1:pos:R:3:forces:R:3
C 4.4035 -3.9604 -0.5854 -0.07 0.14 0.04
C 3.6529 -2.9631 -1.4841 0.13 -0.26 -0.17
C 4.2782 -1.5732 -1.5104 -0.08 0.12 -0.24
N 3.3545 -0.5572 -2.0408 0.30 -0.03 0.45
Ga 2.3835 0.4692 -0.7229 -0.36 -0.42 -0.70
C 1.1496 1.8250 -1.5370 0.09 -0.04 0.02
C -0.0019 2.2239 -0.6246 0.00 0.09 0.08
O -1.1662 1.4583 -0.9232 0.12 0.05 0.18
Si -2.5714 1.6132 -0.0685 -0.03 -0.15 -0.09
C -2.3444 2.4602 1.5949 -0.27 -0.06 -0.02
C -3.2631 -0.0934 0.1774 0.26 0.12 -0.15
C -3.7723 2.5912 -1.1278 0.04 -0.07 0.13
C 3.8380 1.5648 0.3168 0.55 0.48 0.36
C 4.0043 1.0915 1.6581 0.74 -0.81 0.20
O 4.7449 0.2808 2.1433 -0.64 0.53 -0.36
I 2.4711 1.9624 3.0172 -0.21 0.17 0.28
P 1.1048 -0.8252 0.8471 -0.23 0.06 0.17
O 2.1460 -2.0545 1.3280 0.15 0.06 0.24
Br -0.0912 -2.0549 -0.6198 -0.01 -0.10 -0.21
H 5.1268 -3.4438 0.0515 0.04 -0.01 -0.03
H 3.7164 -4.4722 0.0891 0.00 -0.08 -0.05
H 4.9455 -4.7112 -1.1629 0.03 -0.01 0.04
H 2.6175 -2.8844 -1.1752 -0.13 0.12 0.15
H 3.6299 -3.3407 -2.5115 -0.09 0.05 0.02
H 5.1689 -1.6223 -2.1508 0.08 0.03 0.07
H 4.6549 -1.3423 -0.5012 -0.03 0.04 0.10
H 3.9176 0.1024 -2.5663 -0.14 0.06 -0.16
H 1.7338 2.7210 -1.7672 0.04 0.02 -0.11
H 0.7417 1.4416 -2.4754 0.00 0.09 0.00
H 0.2616 2.0586 0.4267 0.03 0.08 0.03
H -0.2375 3.2941 -0.7192 -0.04 0.02 -0.07
H -2.9371 3.3774 1.6343 0.09 0.06 0.03
H -2.7413 1.7879 2.3603 0.09 0.05 0.06
H -1.3125 2.6933 1.8499 0.04 0.00 0.00
H -3.2561 -0.6037 -0.7884 -0.12 -0.09 0.03
H -2.6113 -0.6624 0.8452 -0.09 -0.01 0.01
H -4.2751 -0.0589 0.5793 -0.04 -0.12 0.04
H -3.4743 3.6372 -1.2241 -0.02 0.00 -0.04
H -4.7736 2.5484 -0.6895 -0.01 0.06 -0.07
H -3.8004 2.1377 -2.1213 -0.07 0.07 -0.01
H 4.7866 1.4457 -0.2104 -0.07 -0.13 -0.13
H 3.5039 2.6001 0.3022 -0.14 -0.11 -0.07
H 2.9514 -1.6540 1.6829 0.09 -0.09 -0.07
C -7.4228 -1.3242 1.5770 0.09 0.00 0.01
O -6.0851 -1.1737 2.0240 -0.20 0.06 0.02
H -7.6907 -0.3968 1.0762 -0.02 0.01 -0.02
H -7.5267 -2.1450 0.8615 0.00 0.00 -0.01
H -8.1204 -1.4846 2.4050 0.01 0.00 0.01
H -5.8122 -1.9834 2.4601 0.09 -0.06 0.00
```
Forces are in eV/Å.

## Properties
- Energy: -6219.1475 Eh
- Net charge: -1
- HOMO level: -4.16 eV
- Orbital gap: 0.24268 hartree
- Multiplicity: 1

natural (NBO) atomic charge list, values in e, 2 entries: number 1, C, carries -0.615; number 2, C, carries -0.415



Entry 3:
# C3H2BrClO2

An isolated molecule of C3H2BrClO2 in a non-equilibrium geometry (ωB97M-V with the def2-TZVPD basis set, the OMol25 dataset).

The geometry in XYZ format:
```
9
Properties=species:S:1:pos:R:3:forces:R:3
C -0.0500 -0.6558 0.0652 -2.10 3.32 -0.53
C -1.5267 0.1655 -0.1023 1.87 -1.27 0.21
C 1.0244 0.4012 0.0895 1.64 -2.31 3.28
O 0.0505 -1.7999 -0.1276 -0.05 -1.66 0.19
O -1.5620 1.2113 -0.6417 -0.01 0.48 -0.09
Cl -2.9090 -0.6998 0.4406 -0.45 -0.36 0.22
Br 2.7495 -0.5020 0.1404 0.45 -0.26 0.11
H 1.0955 0.8171 -0.8254 -0.42 2.08 -2.76
H 1.1278 1.0624 0.9612 -0.94 -0.02 -0.62
```
Forces are in eV/Å.

## Properties
- Relative energy (zero: lowest compared OMol25 entry of this formula, charge and spin): 12.9 kJ/mol
- Energy: -3300.1704 Eh
- Net charge: 0
- SMILES: O=C(Cl)C(=O)CBr
- HOMO level: -10.28 eV
- Orbital gap: 0.36378 hartree
- Multiplicity: 1

natural (NBO) atomic charge list, values in e, 2 entries: number 1, C, carries 0.519; number 2, C, carries 0.413



Entry 4:
# C23H48N4P

A cluster of 3 separate species, C23H48N4P in total (ωB97M-V with the def2-TZVPD basis set, the OMol25 dataset).

The geometry in XYZ format:
```
76
Properties=species:S:1:pos:R:3:forces:R:3
C 5.7960 -3.2890 2.7686 0.02 0.19 -0.21
C 6.2158 -2.9183 1.7053 -0.13 -0.02 0.21
C 6.7397 -2.4629 0.4157 -0.12 -0.09 -0.01
C 6.2638 -1.0570 -0.0068 0.06 -0.08 -0.09
C 6.0458 -0.0797 1.1558 0.19 -0.05 0.04
C 4.6999 -0.1646 1.7773 0.22 -0.10 -0.17
N 3.5316 -0.1929 1.1552 -0.25 -0.05 -0.64
C 2.4736 -0.2704 2.0530 -0.06 0.13 -0.24
P 0.6834 -0.3941 1.7588 -0.45 -0.01 0.28
C 0.4292 0.6702 0.2868 0.10 -0.42 -0.10
C 0.6273 -2.0760 1.0056 0.48 0.00 0.13
C 1.0966 -3.1348 2.0064 -0.04 0.17 0.01
C 3.0624 -0.2736 3.2641 -0.15 -0.05 0.41
N 4.4229 -0.2161 3.0686 0.12 0.10 0.63
H 5.4234 -3.6166 3.7116 0.04 -0.08 -0.05
H 6.4315 -3.1817 -0.3449 0.08 0.00 -0.04
H 7.8286 -2.5000 0.4422 0.04 0.05 0.10
H 7.0111 -0.6260 -0.6703 0.02 -0.03 -0.02
H 5.3629 -1.1608 -0.6134 -0.09 0.09 0.06
H 6.7771 -0.2781 1.9396 0.06 0.05 0.02
H 6.2136 0.9472 0.8262 -0.08 0.03 -0.04
H 3.4314 -0.1601 0.1530 -0.02 -0.01 -0.04
H -0.6451 0.8311 0.2156 -0.02 0.18 -0.04
H 0.7360 0.1610 -0.6288 0.12 0.14 -0.08
H 0.9341 1.6270 0.3869 -0.07 0.11 0.01
H 1.2776 -2.0925 0.1271 -0.19 -0.07 -0.18
H -0.3987 -2.2525 0.6858 -0.08 0.02 -0.05
H 0.7967 -4.1326 1.6974 -0.01 -0.05 0.00
H 2.1832 -3.1192 2.0952 0.04 -0.05 0.00
H 0.6912 -2.9389 3.0003 -0.10 -0.11 0.01
H 2.5989 -0.3205 4.2334 0.12 0.02 0.06
H 5.1151 -0.2342 3.7998 0.10 -0.03 -0.02
C -2.1659 7.5234 1.9909 0.02 0.01 0.00
C -1.2035 6.6490 1.2019 -0.02 0.08 0.00
N -1.5490 5.2388 1.2553 0.02 -0.02 0.00
C -0.4913 4.3624 0.8023 0.14 -0.08 0.00
C -0.0494 4.4516 -0.6654 0.00 -0.09 0.02
C -2.8941 4.9049 0.8150 -0.15 -0.01 -0.01
C -3.3146 5.3320 -0.5961 -0.01 -0.06 0.00
H -2.2763 7.1514 3.0099 -0.01 -0.02 0.00
H -1.7843 8.5434 2.0374 0.00 0.01 -0.01
H -3.1537 7.5663 1.5316 -0.01 -0.01 0.00
H -0.2038 6.7522 1.6329 0.02 -0.03 -0.02
H -1.1364 7.0331 0.1719 0.01 0.00 0.01
H -0.7931 3.3333 1.0220 -0.06 0.02 0.00
H 0.3832 4.5567 1.4344 -0.01 0.06 0.00
H -0.7937 4.0371 -1.3441 -0.02 0.04 -0.01
H 0.8744 3.8847 -0.8114 0.01 0.01 0.00
H 0.1521 5.4798 -0.9649 0.00 0.02 0.00
H -3.5977 5.3422 1.5270 0.03 0.03 0.01
H -3.0156 3.8235 0.9193 0.04 -0.01 -0.01
H -3.0887 6.3818 -0.7863 0.00 0.01 0.02
H -4.3926 5.2066 -0.7085 0.00 0.00 0.00
H -2.8360 4.7372 -1.3733 0.04 0.04 0.00
C -2.2581 -5.6915 -3.5995 0.02 -0.01 0.01
C -2.3094 -4.5885 -2.5532 0.00 -0.07 0.00
N -2.9984 -3.3994 -3.0187 0.03 0.01 0.02
C -2.7807 -2.2358 -2.1856 0.07 0.11 0.04
C -3.2897 -2.2733 -0.7384 0.05 0.08 0.01
C -4.3580 -3.6065 -3.4930 -0.13 -0.05 -0.09
C -5.3592 -4.2596 -2.5333 -0.02 0.05 -0.02
H -1.8608 -5.3101 -4.5406 -0.01 0.01 -0.01
H -1.6114 -6.4993 -3.2554 -0.01 -0.01 0.00
H -3.2412 -6.1214 -3.7909 -0.01 0.00 0.00
H -1.2846 -4.2913 -2.3087 0.00 0.04 0.02
H -2.7414 -4.9989 -1.6259 0.01 0.00 0.00
H -3.2137 -1.3696 -2.6929 -0.04 -0.02 -0.02
H -1.6987 -2.0558 -2.1634 0.01 -0.04 0.00
H -4.3742 -2.2027 -0.6788 -0.01 -0.04 -0.01
H -2.8821 -1.4209 -0.1870 -0.02 0.01 0.01
H -2.9772 -3.1819 -0.2212 -0.01 -0.02 -0.01
H -4.3081 -4.2136 -4.3997 0.04 -0.02 0.02
H -4.7438 -2.6374 -3.8174 0.02 0.03 0.03
H -4.9579 -5.1691 -2.0840 0.01 -0.01 -0.01
H -6.2598 -4.5391 -3.0820 0.00 0.00 -0.01
H -5.6642 -3.5909 -1.7295 0.04 -0.02 0.03
```
Forces are in eV/Å.

## Properties
- Energy: -1465.2387 Eh
- Net charge: +1
- HOMO level: -9.78 eV
- Orbital gap: 0.26724 hartree
- Multiplicity: 1

Mulliken atomic charge list, values in e, 2 entries: number 1, C, carries -0.098; number 2, C, carries -0.175



Entry 5:
# C17H13IrN4Se2Te2

A structure of composition C17H13IrN4Se2Te2 in a non-equilibrium geometry (ωB97M-V with the def2-TZVPD basis set, the OMol25 dataset).

The geometry in XYZ format:
```
39
Properties=species:S:1:pos:R:3:forces:R:3
Ir -0.2695 0.5512 -0.9126 -0.90 -0.81 0.15
C -3.3042 0.3724 3.8677 0.04 -0.04 -0.07
C -2.2362 1.2575 3.9457 0.04 -0.02 -0.03
C -1.1931 1.1743 3.0351 -0.04 0.09 0.00
C -1.2044 0.2003 2.0418 -0.08 0.12 0.05
C -2.2722 -0.6853 1.9634 0.06 -0.11 0.14
C -3.3163 -0.5972 2.8750 0.04 0.01 0.03
N -0.1600 0.1338 1.0797 -0.11 0.32 -0.16
C 1.0816 -0.2473 1.4314 0.06 -0.24 0.00
C 1.5270 -0.5519 2.7493 -0.11 0.04 -0.07
C 2.8245 -0.9246 2.9661 0.10 0.00 -0.04
C 3.7676 -1.0491 1.9191 -0.03 0.01 -0.01
C 3.3684 -0.8065 0.6346 0.10 -0.02 0.06
C 2.0451 -0.4139 0.3940 -0.17 0.08 -0.39
N 1.5336 -0.1568 -0.8744 0.86 -1.03 -0.15
N 2.2541 -0.2516 -1.9297 -0.46 0.44 0.17
C 1.5077 0.0850 -3.0727 0.10 -0.19 0.15
C 2.0472 -0.1592 -4.3264 0.04 -0.01 0.04
C 1.2728 0.0871 -5.4449 -0.06 0.03 0.02
C -0.0074 0.6003 -5.2849 0.10 0.00 -0.06
C -0.4693 0.8568 -4.0084 -0.01 0.11 0.15
N 0.2678 0.6060 -2.9243 0.04 0.27 -0.05
H -4.1222 0.4432 4.5727 0.00 -0.01 0.00
H -2.2181 2.0214 4.7127 0.00 0.01 -0.01
H -0.3699 1.8775 3.0740 0.00 0.01 0.00
H -2.2620 -1.4499 1.1968 -0.06 0.07 -0.01
H -4.1454 -1.2901 2.8027 0.01 0.01 0.00
H 0.8332 -0.4906 3.5752 -0.02 0.04 -0.03
H 3.1400 -1.1301 3.9820 -0.01 -0.03 -0.02
H 4.7866 -1.3384 2.1334 -0.02 -0.01 0.01
H 4.0441 -0.9083 -0.2035 -0.01 0.01 0.00
H 3.0492 -0.5578 -4.3873 -0.01 -0.02 -0.01
H 1.6591 -0.1275 -6.4323 0.01 0.02 0.00
H -0.6427 0.8078 -6.1336 0.00 0.00 0.01
H -1.4476 1.2791 -3.8201 -0.03 -0.04 0.04
Se -1.4104 -1.5959 -1.5259 1.29 0.42 0.84
Te -3.7226 -1.0182 -2.1612 -0.42 0.10 -0.90
Te -4.2005 1.1345 -0.6613 -0.78 -0.24 0.82
Se -2.0353 2.2619 -0.8487 0.44 0.63 -0.65
```
Forces are in eV/Å.

## Properties
- Energy: -6317.9113 Eh
- Net charge: 0
- HOMO level (alpha / beta): -6.71 / -6.76 eV
- Orbital gap (alpha / beta): 0.16389 / 0.16774 hartree
- Multiplicity: 1

natural (NBO) atomic charge list, values in e, 2 entries: number 1, Ir, carries 0.743; number 2, C, carries -0.227



Entry 6:
# C10H8BrFO2

A cluster of 2 separate species, C10H8BrFO2 in total in a non-equilibrium geometry (ωB97M-V with the def2-TZVPD basis set, the OMol25 dataset).

The geometry in XYZ format:
```
22
Properties=species:S:1:pos:R:3:forces:R:3
C 1.1691 2.8484 1.4832 -7.37 -4.25 1.54
C 0.0715 2.2744 1.7356 3.81 2.29 -1.42
C -0.2468 -0.1124 -0.9629 2.41 -1.79 0.85
C 1.5530 -1.8214 -0.7276 -0.90 0.73 0.63
C -0.0981 -0.0824 -2.3543 0.75 -2.00 0.70
C 1.5962 -1.8654 -2.1244 0.43 0.17 -0.46
C 0.5492 -0.9615 -0.1491 0.66 -0.61 -2.08
C 0.7923 -0.9903 -2.9590 0.48 -0.67 2.74
C -0.8402 -0.8648 1.7323 -1.18 1.82 -2.50
C -1.1905 1.6659 1.9580 2.51 -1.95 1.76
O -2.1560 1.8405 1.1210 -2.26 0.85 -2.78
O 0.3803 -1.1078 1.1924 -0.72 0.08 0.90
F 0.9400 -1.1032 -4.2749 -0.21 0.13 -0.41
Br -1.7419 1.7643 3.7790 -0.13 -0.05 0.76
H 1.9905 3.4091 1.4344 2.83 1.74 -0.35
H -0.8501 0.5674 -0.4420 -1.10 0.81 0.26
H 2.2485 -2.4228 -0.0307 -1.39 0.90 -1.43
H -0.8866 0.4425 -2.8098 -0.24 0.87 -1.36
H 2.3056 -2.6265 -2.5495 -0.86 1.14 -0.03
H -0.9423 -1.0590 2.7518 0.21 -0.39 1.40
H -1.7839 -0.9647 1.0716 1.79 0.01 0.88
H -2.8599 1.1697 1.1250 0.49 0.17 0.41
```
Forces are in eV/Å.

## Properties
- Relative energy (zero: lowest compared OMol25 entry of this formula, charge and spin): 162.7 kJ/mol
- Energy: -3209.9832 Eh
- Net charge: 0
- HOMO level (alpha / beta): -7.67 / -7.58 eV
- Orbital gap (alpha / beta): 0.28779 / 0.26554 hartree
- Multiplicity: 1

natural (NBO) atomic charge list, values in e, 2 entries: number 1, C, carries -0.148; number 2, C, carries -0.127



Q: The highest multiplicity belongs to which entry?
A: C11H24CeClINOP2S



Q: Look up the multiplicity of the fourth one.
A: 1



Q: multiplicity of number 2 (C11H28BrGaINO4PSi)?
A: 1